Entry 1:
The following is a DFT calculation (ωB97M-V with the def2-TZVPD basis set) of C50H60N9O8S4SbV as an isolated structure.

XYZ file:
```
133
Properties=species:S:1:pos:R:3:forces:R:3:mulliken_spin:R:1
H 4.37256 -2.50253 3.08166 0.00 0.01 0.00 0.00
H -0.39514 3.04006 3.81608 -0.15 0.17 -0.03 0.00
C 4.76439 -0.39739 -2.79588 0.09 -0.05 0.13 0.04
H -5.66762 -0.79873 4.23460 0.02 0.00 0.02 0.00
C 3.61912 -2.07454 2.42770 0.27 0.05 -0.09 -0.02
H -0.19195 -5.49841 1.70808 0.00 0.00 0.02 0.00
C -1.83620 -4.27085 2.42483 -0.01 -0.05 -0.03 0.00
H -4.53980 2.24686 -1.97114 0.00 0.01 -0.01 0.00
H 0.13693 -0.95177 4.58192 -0.01 0.04 -0.03 0.00
H -4.75633 -2.15244 0.37103 0.03 0.02 0.00 0.00
H -5.97779 -4.31368 0.74769 0.01 0.00 -0.01 0.00
O -0.83840 3.11623 -3.14083 0.05 -0.06 0.10 0.01
N -4.95169 1.48082 -3.87583 0.00 -0.01 0.01 0.00
S 4.63016 4.68920 -2.31932 0.19 -0.12 0.17 0.00
C 4.53750 -0.83877 -1.52115 0.03 -0.10 -0.21 0.01
H 3.58774 1.88147 3.40541 0.04 0.02 -0.06 0.00
H -3.26925 2.55184 -3.18303 -0.01 -0.01 0.00 0.00
C 3.59185 1.52996 -7.21082 0.01 0.01 -0.07 0.01
N -3.24934 0.64267 -2.35837 -0.02 -0.06 0.10 -0.01
C -2.84260 1.92973 1.13841 0.03 -0.03 0.04 0.00
O 5.15451 6.02885 -2.21374 -0.01 0.04 -0.01 0.00
C -4.19345 0.88931 -4.98522 0.00 0.02 -0.04 0.00
H -4.48699 0.02753 3.22299 0.00 0.00 -0.01 0.00
C 5.05540 0.97354 -5.50815 -0.02 0.01 -0.01 0.03
H 1.79997 3.77944 -3.78470 -0.01 -0.04 0.00 0.00
H -5.08614 -1.56812 -4.84493 0.01 0.00 0.01 0.00
H 0.36226 -1.10491 2.32939 -0.01 -0.01 0.04 -0.02
H -2.68520 -4.50341 4.43132 0.00 -0.01 -0.01 0.00
C 1.88349 -2.17910 4.25455 -0.01 0.06 -0.15 0.00
S -0.64249 -1.64657 -1.06874 0.16 0.69 0.15 -0.21
C 2.30248 -1.84698 2.89898 -0.40 0.10 -0.02 0.04
C 5.16566 2.59630 -0.65111 -0.01 -0.01 0.10 0.00
H -3.20247 -4.72676 -0.18107 0.01 0.00 0.01 0.00
C -5.22540 -3.93734 1.45175 -0.03 -0.01 0.02 0.00
H -2.51450 -0.56498 4.65291 0.00 0.00 0.00 0.00
H 6.55294 -1.53778 -1.07411 -0.01 0.00 0.00 0.00
N -2.20282 1.11455 0.29296 0.06 -0.04 0.09 0.01
C 0.80904 -1.70588 4.96336 0.00 -0.01 0.08 0.02
C -3.64567 -3.77260 -0.48082 0.04 -0.02 0.00 0.00
H -4.73384 -4.80962 1.89212 0.01 0.01 0.00 0.00
H -4.74641 0.03005 -1.02318 0.00 0.00 0.00 0.00
H 2.79076 2.81407 -2.70501 0.00 0.01 0.01 0.00
O -0.04845 1.52367 -1.80942 0.06 0.01 -0.07 -0.02
H -3.69074 -1.20904 5.79351 -0.01 -0.02 -0.01 0.00
S 2.76223 -3.32392 5.20573 0.00 -0.06 0.00 0.00
O -3.37681 3.67672 3.39386 0.04 -0.01 -0.01 0.00
C 5.16887 1.98277 0.59760 -0.08 0.06 0.02 0.00
N 1.66772 -0.92448 0.77420 0.10 0.38 -0.30 0.02
H -0.98583 -4.01557 4.40608 0.03 0.06 0.02 0.00
C -3.98988 1.81926 -2.81609 -0.01 0.05 0.05 0.00
H -3.88372 2.17888 1.02332 -0.01 0.01 0.00 0.00
H 5.53660 0.96993 0.69048 0.00 -0.06 0.00 0.00
C -4.19788 -0.36877 -1.88428 0.02 -0.02 -0.02 0.00
N 2.16053 -0.20949 -1.70010 -0.16 0.49 0.86 0.03
H -5.75563 -3.41928 2.25112 0.00 0.02 0.02 0.00
C -3.89471 -1.98365 3.76887 -0.05 0.05 -0.02 0.00
C 4.66406 3.87885 -0.76172 0.17 0.00 0.06 0.00
H -1.42618 -5.67262 4.02008 0.01 0.00 -0.01 0.00
H -2.86129 -3.19923 -0.97696 0.00 0.00 -0.02 0.00
H 5.18938 2.51858 3.80028 0.01 0.02 0.01 0.00
C 3.95625 -1.70789 1.15249 0.01 -0.10 0.11 0.02
C -4.95577 -0.94288 3.41376 -0.02 0.01 -0.05 0.00
H 6.00820 0.90422 -5.00537 0.00 0.00 0.02 0.00
C -1.73727 -4.62745 3.90248 -0.04 -0.01 0.03 0.00
H 3.18502 1.87655 -8.14657 0.00 0.01 -0.01 0.00
Sb -2.62317 -2.27049 2.00537 0.02 0.00 0.17 0.00
C 4.15547 3.92208 1.57382 -0.04 0.05 0.08 0.00
H 1.85688 -3.71801 7.44430 0.00 0.00 0.01 0.00
C 3.22322 -0.74282 -0.97478 0.16 -0.18 0.27 0.02
C -4.22740 -3.04185 0.72723 -0.06 0.00 -0.04 0.00
C 5.27659 -1.84955 0.58202 0.01 0.01 0.01 -0.01
C 5.55071 -1.43528 -0.67005 -0.01 0.03 -0.03 0.01
C 3.87099 0.64556 -4.90345 0.02 -0.03 0.07 -0.02
H 5.75150 -0.47514 -3.23516 0.00 0.00 0.00 0.01
C 2.42847 0.19047 -2.95935 -0.01 0.07 -0.26 -0.03
C -4.38945 -1.27878 -4.05179 -0.01 0.00 -0.03 0.00
H -5.52905 -1.20751 2.52243 -0.02 -0.02 0.00 0.00
H -0.07851 -2.00722 6.96347 0.00 0.00 0.01 0.00
C 4.15363 4.54602 0.34861 -0.01 0.11 -0.11 0.00
H 5.52406 2.08066 -1.53100 0.02 -0.03 -0.02 0.00
C 0.70195 -2.26850 6.26236 -0.02 -0.02 -0.02 -0.01
C 2.95423 -1.13164 0.31354 0.25 -0.09 -0.25 0.01
H -3.49238 1.63463 -5.36554 0.00 -0.01 0.00 0.00
N -0.92326 0.97566 0.64505 -0.23 0.57 0.12 -0.04
H 0.58170 4.64963 -1.69658 0.02 0.01 0.03 0.00
H -4.89416 0.61794 -5.78148 0.01 0.01 0.01 0.00
H -2.46414 0.81746 -0.66718 -0.12 -0.08 0.04 0.01
H -1.94885 -0.78131 -3.16705 0.01 0.01 -0.03 0.00
H 6.05401 -2.29078 1.19751 0.00 -0.01 0.00 0.00
H -0.46976 -4.05070 0.71799 -0.01 -0.02 -0.02 0.00
H 1.57359 0.59248 -3.49435 0.03 0.03 -0.01 0.00
C -2.51146 0.08581 -3.51130 -0.09 0.00 0.08 0.01
H -1.81757 0.84363 -3.87412 -0.02 0.02 0.03 0.00
C 3.66624 0.13680 -3.55068 -0.18 0.01 0.01 0.03
H -3.62412 -1.24170 -1.56628 -0.02 0.03 0.00 0.00
H -4.37489 -2.92541 4.04891 0.00 -0.01 -0.04 0.00
C -0.05008 2.71668 -2.28064 -0.10 -0.07 -0.10 0.00
C -5.85760 0.45332 -3.35912 -0.03 0.01 0.01 0.00
C 2.17982 3.71672 -2.76258 -0.05 -0.04 -0.18 0.00
H -3.83745 -2.16119 -3.72182 0.00 0.00 0.00 0.00
C -2.25803 3.22672 3.24578 -0.05 -0.06 0.01 0.00
C 4.89442 1.48135 -6.82475 -0.03 0.02 0.01 -0.01
H -6.41297 0.86722 -2.51272 0.00 -0.01 -0.01 0.00
C 0.72314 1.99969 2.07033 -0.09 0.10 0.14 0.00
H -4.43416 -3.99570 -1.20921 0.00 0.00 0.00 0.00
C 1.38872 -1.27611 2.02192 0.03 -0.12 0.20 -0.02
H 1.39678 3.34402 -0.79176 -0.02 0.00 0.01 0.00
N -3.44707 -0.29815 -4.58055 0.11 0.02 -0.09 0.00
H -2.55451 -4.94978 1.95499 -0.01 0.04 0.00 0.00
O 0.94574 2.50634 3.20020 -0.09 0.02 0.08 0.00
C 1.02885 3.65672 -1.77034 -0.13 0.04 0.12 0.00
H -2.32490 -2.20384 5.27356 0.04 -0.02 0.01 0.00
H -6.56843 0.18314 -4.14573 0.01 0.00 0.00 0.00
H 3.72337 4.42116 2.43240 -0.01 -0.01 0.02 0.00
C -1.93297 2.34275 2.10000 -0.04 -0.02 -0.10 0.00
O 5.19744 3.80498 -3.30197 -0.01 0.00 0.04 0.00
S 2.55095 0.94860 -5.97746 0.00 -0.01 -0.02 0.00
O 1.54048 1.72814 1.17338 -0.06 -0.08 -0.25 0.01
C -0.48228 -4.44154 1.73785 0.01 0.01 -0.03 0.00
C -3.05880 -1.47131 4.93615 0.06 -0.01 0.05 0.00
H 5.03375 0.94828 2.99649 0.01 -0.06 0.00 0.00
N 3.02704 4.87589 -2.48841 -0.06 0.29 -0.25 0.00
H 5.71398 1.81639 -7.44511 0.00 0.00 -0.01 0.00
C 4.66427 2.63270 1.71768 0.07 -0.21 -0.04 0.00
C 1.69207 -3.15958 6.53769 -0.01 -0.02 0.06 0.01
C 4.62246 1.95444 3.05624 -0.14 -0.05 0.00 0.00
H 2.82033 5.72989 -2.98701 -0.07 -0.01 0.00 0.00
H 0.29410 -3.90710 2.28923 0.04 0.06 0.01 0.00
C -0.71781 1.74438 1.70015 0.01 -0.11 0.05 0.01
V 0.51866 0.10145 -0.57901 0.20 -1.50 -0.78 1.04
N -5.16262 -0.75780 -2.91678 0.00 0.00 0.01 0.00
O -1.28408 3.47419 4.10166 0.30 -0.16 -0.06 0.00
H 3.74243 5.54024 0.23282 0.00 0.01 -0.01 0.00
```
Forces are in eV/Å.

Calculated values
Multiplicity: 2
HOMO (alpha / beta): -0.369 / -0.376 eV
Total charge: -2
Frontier orbital gap (alpha / beta): 4.028 / 4.034 eV
E: -5813.27632 a.u.


Entry 2:
The following is a DFT calculation (ωB97M-V with the def2-TZVPD basis set) of a 8-piece molecular cluster, C11H36ClO11 overall.

XYZ file:
```
59
Properties=species:S:1:pos:R:3:forces:R:3:mulliken_charge:R:1
H 2.64229 -4.10817 6.02867 0.37 -0.17 0.19 0.23
O -4.88355 -0.20031 -3.46983 -0.82 0.04 0.92 -0.57
H -4.68270 -2.26124 -5.41278 -0.29 -0.14 0.53 0.29
H 1.31594 -0.72076 -3.13931 -0.64 0.07 -0.31 0.27
C 1.65852 -1.45588 -3.86755 1.54 -1.35 1.47 -0.61
H -2.98146 -2.05050 -5.47449 0.25 -0.01 -0.05 0.34
H -1.57411 4.88728 1.42387 -0.06 -0.03 0.35 0.32
O -0.60377 -2.28058 2.82184 -0.17 -1.73 0.35 -0.64
O 0.95493 -3.96048 7.24371 0.63 -0.19 0.02 -0.52
H 2.40450 -0.27896 -5.08929 0.02 0.12 -0.53 0.30
H -2.96583 5.22910 -0.32042 -0.45 0.24 -0.92 0.21
H 1.17201 -2.42773 -3.78447 -0.75 0.42 -0.33 0.24
H -0.72421 4.19104 -0.35571 -0.02 -0.07 -0.15 0.43
O 1.82553 -1.03917 -5.18132 -0.52 0.75 -0.83 -0.49
H -3.90474 0.20232 -6.56461 0.21 0.03 -0.02 0.36
H 4.50743 1.53206 -1.53494 -0.23 -0.30 0.18 0.18
H -0.25439 -7.68326 -1.17357 -0.05 -0.34 0.35 0.22
H -3.21501 7.56312 -0.12849 -0.05 0.56 -0.15 0.29
H 4.15653 1.88257 0.52592 -0.06 0.04 0.33 0.33
C -1.00946 -6.98232 -0.81769 0.76 1.05 -0.72 -0.49
O -0.59704 0.04126 3.15709 -0.46 -0.28 0.21 -0.69
C -2.10063 5.85276 -0.09553 0.64 -1.91 -1.72 0.59
H -4.40600 -0.44446 -2.67363 -0.28 -0.01 0.33 0.33
O -1.97240 5.74353 1.25125 0.24 0.68 3.04 -0.56
H 0.42238 -3.89413 6.44773 -0.02 0.08 -0.12 0.31
Cl -0.38929 -1.03060 2.19449 0.01 3.15 1.67 1.60
H -1.81506 -6.97998 -1.55192 -0.41 -0.16 0.20 0.22
H 5.71988 2.69277 -1.60686 0.42 0.29 0.49 0.24
H -1.48600 7.92063 -0.14940 0.14 -0.16 0.04 0.34
H -2.29404 7.34954 -1.62852 -0.01 -0.11 0.04 0.36
H 4.74747 0.28925 8.33858 0.01 -0.07 -0.01 0.28
C 4.30813 0.92730 6.54427 -0.63 -0.09 -0.80 -0.51
H -3.04575 0.00685 -4.12156 0.52 0.07 -0.80 0.28
H -3.62913 -2.47246 -3.91398 -0.38 -0.09 -0.04 0.33
H 2.79844 -4.55364 7.81459 0.32 0.21 -0.34 0.18
H -1.43557 -6.33435 0.93444 -0.07 -0.07 0.10 0.34
H -0.03274 5.83308 -0.39260 0.28 -0.14 -0.10 0.35
H 6.09631 1.07598 -0.94458 0.14 0.08 0.25 0.24
O 0.96900 -0.88277 1.77750 1.01 -0.73 -1.15 -0.64
C 2.21035 -4.60358 6.89821 -1.68 0.24 0.57 -0.45
C -4.54683 0.30046 -5.68929 -0.05 0.72 -1.55 -1.43
H 4.38668 0.04456 5.90969 -0.05 -0.33 0.14 0.25
O -1.31251 -0.83064 1.12355 -0.35 -0.42 -1.17 -0.63
O -1.39148 -7.19333 0.50804 -0.35 -0.55 0.45 -0.50
H -5.48941 -0.15421 -5.99412 -0.14 -0.12 0.27 0.35
O 3.96674 0.62000 7.88840 0.47 0.28 -0.13 -0.49
H 5.21692 1.49681 6.34965 0.20 0.20 0.67 0.25
C -3.97531 -0.39869 -4.52101 -0.06 -1.08 0.60 0.57
C -0.87309 5.21292 -0.70454 0.00 0.47 -0.61 -1.40
H -0.54218 -5.99896 -0.87038 0.12 0.11 -0.36 0.21
C -2.25493 7.25600 -0.54324 -1.01 0.74 0.29 -1.25
C -3.84062 -1.90430 -4.81983 0.90 0.61 -0.46 -1.17
H 1.98556 -5.65480 6.71789 0.36 -0.14 -0.34 0.24
H -0.97142 5.25619 -1.78923 0.30 -0.30 -0.10 0.32
H 3.48164 1.50464 6.12989 0.00 0.02 0.13 0.23
O 4.97460 2.34829 0.33758 0.33 -0.27 -0.95 -0.50
C 5.36676 1.88557 -0.96512 -0.63 0.14 -0.27 -0.49
H 2.65632 -1.72943 -3.52447 0.34 -0.01 0.54 0.29
H -4.74403 1.36374 -5.55273 0.15 -0.02 0.30 0.33
```
Forces are in eV/Å.

Calculated values
HOMO: -5.827 eV
Relative energy (zero: lowest compared OMol25 entry of this formula, charge and spin): 190.4 kJ/mol
Total charge: -1
Frontier orbital gap: 7.958 eV
E: -1728.20295 a.u.


Entry 3:
The following is a DFT calculation (ωB97M-V with the def2-TZVPD basis set) of C30H24IIrN6O4PS as an isolated structure.

XYZ file:
```
68
Properties=species:S:1:pos:R:3:forces:R:3:mulliken_spin:R:1
H 3.43348 -1.69049 -6.27549 0.01 0.02 0.01 0.00
C -2.48708 1.73846 7.09026 -0.03 -0.03 0.04 0.10
O -0.27780 0.48504 2.31322 0.11 -0.47 -0.29 0.01
H -2.99630 3.68684 1.33270 -0.02 0.01 -0.01 0.01
H -0.81949 3.82009 -0.25416 -0.01 0.00 0.01 0.00
N 3.22362 -2.24752 -5.46699 -0.05 -0.05 0.00 0.01
H -4.57222 3.92707 -0.54545 0.01 0.01 -0.01 0.00
N 1.99880 -0.47748 -4.68235 -0.03 -0.11 0.15 0.02
C -1.62196 3.78201 6.08229 0.03 0.00 -0.07 0.44
C -2.99974 0.46488 7.01914 0.02 0.03 0.01 -0.05
C -1.23604 3.96356 3.72331 0.00 -0.19 -0.02 0.37
O 1.51894 0.43702 0.61073 -0.39 0.01 -0.13 0.11
C 1.26804 -0.03248 -3.69885 -0.12 0.34 -0.08 0.02
H -0.89386 4.56395 2.89276 -0.07 -0.02 -0.04 0.05
I -3.50345 -0.32867 2.86148 0.06 0.00 -0.02 0.00
C -0.59724 3.73509 -4.13798 0.00 -0.04 0.05 -0.01
P -1.03635 1.92197 2.06959 0.00 0.33 -0.02 0.24
C -2.09453 2.44316 5.94089 0.04 0.05 -0.05 -0.10
H 1.40411 -3.67536 -1.46110 -0.02 -0.02 -0.01 0.00
O 1.39314 -1.25377 2.40563 0.08 -0.05 -0.03 0.02
C -2.22154 1.80656 0.66105 0.09 -0.15 -0.05 0.08
N 0.93128 -0.69567 -2.58175 0.02 -0.14 -0.04 0.14
C 0.12624 3.77159 0.26467 0.02 -0.03 0.00 0.00
O -0.20373 -1.18440 0.52155 -0.02 0.04 0.04 0.07
C -1.26132 4.53050 4.97104 -0.01 -0.08 0.16 -0.15
C 1.46965 2.98662 2.10246 -0.02 0.02 0.02 0.05
C -2.83513 0.58291 4.62963 -0.09 -0.09 -0.02 -0.06
C 0.24713 3.30004 -5.14672 0.04 -0.08 0.02 0.02
N 1.01589 -2.74844 -1.50690 0.08 -0.01 0.01 0.01
H -3.66135 -1.08654 5.69228 -0.02 0.00 -0.01 0.01
H -1.59723 4.21237 7.07387 0.00 0.01 0.00 0.02
S 0.70448 -0.47903 1.45187 -0.38 0.36 0.43 -0.01
H -1.14270 4.66411 -4.21936 0.00 0.01 0.00 0.00
H 1.53541 1.66821 -5.77510 -0.01 0.03 -0.02 0.00
H -1.38582 3.24496 -2.19059 0.00 0.00 0.01 0.01
C -2.31943 0.80949 -0.33397 -0.12 -0.17 0.46 -0.03
C -3.03598 2.92857 0.55867 0.04 0.02 -0.04 -0.01
Ir 0.00023 0.63038 -1.02612 0.63 -0.06 -0.73 2.34
C -1.60132 2.56681 3.52242 -0.11 0.05 0.08 -0.03
N -0.08415 1.79941 -2.85804 -0.07 0.00 0.23 0.01
H 1.57505 2.38739 2.99854 0.00 -0.01 0.00 0.00
H -3.27831 -0.07399 7.91446 0.00 0.01 0.01 0.00
H 1.06843 5.18311 -1.04831 0.00 0.00 -0.01 0.00
C -3.20196 -0.11244 5.77381 0.04 0.06 -0.03 0.12
N 2.11160 -2.54720 -3.49423 -0.01 0.11 0.02 0.01
H -1.97750 -0.19857 -0.09732 0.02 0.03 0.00 0.01
C 1.36583 -1.99540 -2.53884 0.04 0.05 -0.01 -0.01
C 0.26212 2.97607 1.39919 0.02 0.09 0.00 -0.01
C -2.20258 1.83082 4.65027 0.08 0.16 0.09 0.12
C 2.52253 3.76491 1.66329 0.01 -0.01 0.00 0.00
C -4.01826 2.07958 -1.48449 0.01 0.03 0.00 -0.02
C 2.42987 -1.76220 -4.51629 -0.03 0.09 0.00 0.00
H 3.52884 -3.20358 -5.41260 0.02 0.00 0.00 0.00
C 2.38571 4.54506 0.51968 -0.01 0.00 0.00 0.01
H -0.97489 5.56823 5.08310 -0.01 0.01 0.01 -0.01
H -3.33032 0.14579 -2.10936 -0.01 -0.02 0.02 0.01
C -3.22895 0.94730 -1.38839 0.09 0.05 -0.06 0.05
C -0.73529 2.95549 -3.00318 0.04 0.06 -0.09 0.00
H 0.38912 3.89656 -6.03753 0.00 -0.01 -0.01 0.00
H -4.73078 2.18094 -2.29183 -0.01 0.01 0.00 0.00
C 0.69173 1.34947 -3.85626 0.08 -0.33 0.07 0.00
H 0.53248 -2.36126 -0.70607 -0.03 0.00 -0.03 0.00
C -3.92635 3.05962 -0.50285 -0.01 0.01 0.03 0.07
H 3.45305 3.76671 2.21431 0.00 0.00 0.00 0.00
C 0.89334 2.07787 -5.01021 -0.05 0.09 -0.03 -0.01
C 1.18740 4.55429 -0.17522 0.01 -0.02 0.01 0.00
H 3.21232 5.15622 0.18246 0.00 0.00 0.00 0.00
H -2.37608 2.23160 8.04783 0.00 -0.01 0.01 0.00
```
Forces are in eV/Å.

Calculated values
Multiplicity: 5
HOMO (alpha / beta): -7.198 / -9.665 eV
Relative energy (zero: lowest compared OMol25 entry of this formula, charge and spin): 90.8 kJ/mol
Total charge: +1
Frontier orbital gap (alpha / beta): 3.455 / 4.860 eV
E: -2928.43938 a.u.